(1)
A cluster of 7 separate species, C24H38N7O11 in total at a distorted geometry. Source: OMol25; level of theory: the ωB97M-V functional and the def2-TZVPD basis.

The frontier orbital gap comes out at 6.8 eV. The strongest force on any atom comes out at 0.2803 hartree/bohr.

```
! wB97M-V def2-TZVPD RIJCOSX def2/J DEFGRID3
* xyz -1 1
N -53.871 19.486 -19.450
O -53.035 18.573 -19.285
O -54.090 20.230 -18.487
O -54.300 19.721 -20.680
C -50.259 19.665 -17.714
C -51.097 19.155 -16.528
C -50.451 19.427 -15.211
C -49.012 20.090 -15.078
C -48.293 20.438 -16.346
C -48.878 20.022 -17.714
N -48.554 20.475 -13.781
O -47.288 20.422 -13.511
O -49.311 20.400 -12.746
H -50.597 19.401 -18.562
H -52.063 18.817 -16.801
H -51.000 19.296 -14.273
H -47.418 21.075 -16.432
H -48.263 20.209 -18.480
C -56.850 15.605 -20.049
C -56.279 16.991 -19.629
C -56.731 17.507 -18.234
C -57.658 16.709 -17.383
C -58.236 15.336 -17.934
C -57.605 14.872 -19.322
N -58.093 17.116 -16.107
O -59.160 16.539 -15.633
O -57.316 17.789 -15.458
H -56.651 15.224 -20.821
H -55.529 17.530 -20.143
H -56.447 18.594 -17.991
H -58.860 14.817 -17.221
H -58.090 13.948 -19.611
C -57.684 20.401 -20.141
O -58.170 20.028 -21.229
N -58.378 20.739 -18.952
C -57.626 21.480 -17.933
C -59.778 20.757 -18.866
H -56.575 20.534 -20.157
H -58.129 22.050 -17.154
H -56.951 22.259 -18.455
H -56.815 20.888 -17.392
H -60.238 21.017 -17.981
H -60.260 19.777 -18.952
H -60.281 21.226 -19.666
C -53.872 21.680 -15.291
O -53.253 22.713 -15.020
N -54.427 20.919 -14.284
C -55.064 19.575 -14.717
C -54.140 21.045 -12.941
H -54.255 21.462 -16.186
H -54.670 18.691 -14.155
H -54.965 19.445 -15.713
H -56.112 19.850 -14.490
H -53.186 21.349 -12.673
H -54.475 20.241 -12.359
H -54.767 21.929 -12.559
C -52.460 23.198 -19.295
O -53.313 23.685 -20.089
N -51.593 24.048 -18.601
C -50.705 23.464 -17.566
C -51.864 25.428 -18.738
H -52.595 22.326 -19.044
H -50.018 22.900 -18.287
H -51.064 22.543 -16.933
H -50.153 24.096 -16.940
H -51.303 26.143 -18.155
H -52.814 25.707 -18.672
H -51.657 25.789 -19.520
C -52.434 20.999 -25.169
O -51.977 21.087 -26.384
N -52.297 22.029 -24.329
C -52.687 21.826 -22.927
C -51.835 23.312 -24.700
H -52.726 19.904 -24.730
H -53.856 21.835 -22.948
H -52.367 22.426 -22.216
H -52.402 20.896 -22.498
H -50.795 23.158 -25.105
H -51.864 24.091 -23.935
H -52.452 23.830 -25.501
*
```



(2)
A structure of composition C24H39As3F5NO9P2W at a distorted geometry. Source: OMol25; level of theory: the ωB97M-V functional and the def2-TZVPD basis.

The frontier orbital gap (alpha / beta) comes out at 6.7 / 4.5 eV. The strongest force on any atom comes out at 0.1415 hartree/bohr.

```
! wB97M-V def2-TZVPD RIJCOSX def2/J DEFGRID3
* xyz 1 4
W -0.527 0.776 1.124
C -4.081 4.178 1.752
C -3.327 3.072 1.060
O -3.778 2.813 -0.263
P -3.489 1.366 1.748
O -3.414 1.192 3.297
O -4.969 0.952 1.431
O -2.525 0.550 0.955
P -1.488 3.134 1.038
O -0.958 4.608 1.044
O -1.156 2.315 2.265
O -1.090 2.296 -0.158
H -5.149 3.965 1.718
H -3.890 5.127 1.248
H -3.774 4.267 2.792
H -3.834 3.638 -0.769
H -2.597 0.879 3.736
H -5.373 0.392 2.094
H -0.017 4.720 1.226
C 2.817 1.589 -0.776
As 1.693 0.110 0.068
C 3.317 -0.797 0.937
C 1.865 -1.481 -1.326
C 1.133 -1.463 -2.666
C 1.550 -2.697 -3.474
C -0.381 -1.562 -2.422
As -1.162 -0.021 -1.280
C -1.923 1.109 -3.363
C -2.977 -0.878 -1.349
C 1.419 -0.174 -3.426
As 3.255 0.440 -3.952
C 4.623 -0.776 -3.173
C 3.305 -0.405 -5.757
H 3.686 1.214 -1.317
H 3.149 2.223 0.046
H 2.185 2.181 -1.438
H 4.073 -1.036 0.181
H 2.983 -1.733 1.390
H 3.777 -0.183 1.705
H 1.500 -2.331 -0.733
H 2.934 -1.618 -1.498
H 1.310 -3.608 -2.934
H 2.613 -2.690 -3.679
H 1.019 -2.708 -4.421
H -0.598 -2.473 -1.856
H -0.906 -1.605 -3.382
H -2.127 0.320 -4.075
H -1.158 1.794 -3.696
H -2.822 1.614 -3.039
H -3.161 -1.325 -2.330
H -3.753 -0.143 -1.141
H -2.990 -1.648 -0.578
H 0.999 0.642 -2.816
H 0.843 -0.196 -4.354
H 4.732 -0.622 -2.101
H 5.567 -0.504 -3.647
H 4.450 -1.826 -3.382
H 2.587 0.086 -6.414
H 3.079 -1.468 -5.718
H 4.297 -0.272 -6.189
O -0.631 -0.826 0.286
N -1.238 -2.321 1.823
C -2.347 -3.056 1.961
C -2.308 -4.358 2.396
C -1.069 -4.942 2.690
C 0.083 -4.162 2.544
C -0.046 -2.866 2.115
H -3.280 -2.567 1.710
H -3.223 -4.919 2.499
H -0.999 -5.968 3.012
H 1.057 -4.569 2.764
H 0.807 -2.195 1.991
F 3.066 2.771 4.881
C 2.084 1.966 4.445
C 2.173 1.410 3.185
F 3.211 1.784 2.371
C 1.199 0.520 2.639
F 0.840 2.527 1.051
C -0.001 0.464 3.379
O -1.069 -0.016 2.733
C -0.110 1.001 4.652
F -1.360 1.004 5.219
C 0.962 1.725 5.236
F 0.832 2.274 6.454
*
```



(3)
A structure of composition C24H39BrCdN3O9P2. Source: OMol25; level of theory: the ωB97M-V functional and the def2-TZVPD basis.

The frontier orbital gap comes out at 8.8 eV. The strongest force on any atom comes out at 0.0155 hartree/bohr.

```
! wB97M-V def2-TZVPD RIJCOSX def2/J DEFGRID3
* xyz 1 1
Cd 0.511 0.303 -0.564
O -0.249 0.897 1.374
N 0.232 2.039 1.707
N 1.323 2.389 1.134
O 2.006 1.665 0.254
C 1.884 3.681 1.484
C 3.207 3.918 1.156
C 3.771 5.148 1.476
C 3.017 6.122 2.113
C 1.686 5.868 2.425
C 1.110 4.648 2.112
H 3.780 3.148 0.660
H 4.809 5.337 1.231
H 3.462 7.078 2.363
H 1.089 6.629 2.915
H 0.074 4.442 2.342
C -2.277 -3.464 -5.517
C -1.928 -2.006 -5.315
C -3.009 -1.097 -5.856
O -1.812 -1.733 -3.871
P -0.607 -1.008 -3.183
O -0.921 -0.875 -1.727
C -0.259 0.547 -4.062
P -0.066 2.105 -3.115
O -0.309 2.043 -1.647
O -1.013 3.144 -3.805
C -2.305 3.530 -3.211
C -3.256 2.350 -3.214
C -2.804 4.697 -4.023
O 1.389 2.497 -3.519
C 2.135 3.557 -2.797
C 3.555 3.468 -3.291
C 1.503 4.911 -3.051
O 0.703 -1.812 -3.505
C 0.823 -3.269 -3.335
C 1.731 -3.751 -4.439
C 1.335 -3.593 -1.950
H -2.406 -3.659 -6.584
H -3.212 -3.696 -5.002
H -1.502 -4.131 -5.147
H -0.969 -1.777 -5.790
H -3.946 -1.286 -5.329
H -3.159 -1.293 -6.919
H -2.754 -0.042 -5.739
H -1.066 0.721 -4.775
H 0.671 0.404 -4.612
H -2.113 3.839 -2.186
H -3.480 2.040 -4.239
H -4.190 2.634 -2.729
H -2.845 1.502 -2.659
H -3.053 4.379 -5.038
H -2.041 5.475 -4.081
H -3.695 5.117 -3.556
H 2.088 3.305 -1.740
H 3.591 3.618 -4.374
H 3.994 2.497 -3.055
H 4.153 4.244 -2.811
H 1.361 5.067 -4.122
H 2.161 5.692 -2.669
H 0.537 5.004 -2.552
H -0.166 -3.696 -3.447
H 2.690 -3.232 -4.380
H 1.294 -3.565 -5.423
H 1.906 -4.823 -4.333
H 2.353 -3.216 -1.815
H 1.350 -4.678 -1.830
H 0.692 -3.166 -1.180
O 5.329 -2.077 2.647
C 4.216 -1.828 1.941
C 2.931 -2.042 2.428
C 1.865 -1.741 1.614
N 2.005 -1.255 0.373
C 3.244 -1.060 -0.060
Br 3.385 -0.347 -1.816
C 4.383 -1.333 0.651
H 5.115 -2.393 3.533
H 2.766 -2.416 3.430
H 0.849 -1.884 1.957
H 5.371 -1.156 0.252
*
```